[1]
Molecular formula: C26H33FN5O4SeSiW
Method: DFT, the ωB97M-V functional and the def2-TZVPD basis

Element x y z (Å)
W (-0.305, 0.251, -0.484)
C (-6.016, -4.944, -0.209)
C (-4.568, -5.402, -0.168)
N (-3.640, -4.290, 0.162)
C (-2.985, -3.703, -0.825)
C (-2.120, -2.644, -0.644)
C (-1.365, -2.160, -1.816)
O (-1.623, -2.397, -2.952)
O (-0.279, -1.428, -1.425)
C (-1.924, -2.098, 0.634)
O (-1.177, -1.050, 0.874)
C (-2.631, -2.732, 1.711)
C (-2.506, -2.295, 3.039)
C (-3.143, -2.933, 4.053)
F (-2.942, -2.480, 5.298)
C (-3.983, -4.060, 3.847)
C (-4.138, -4.464, 2.528)
C (-3.473, -3.838, 1.467)
N (-4.634, -4.724, 4.880)
C (-4.832, -6.169, 4.839)
C (-6.286, -6.498, 5.173)
N (-6.780, -5.523, 6.221)
C (-5.656, -5.039, 7.089)
C (-4.692, -4.194, 6.252)
H (-6.652, -5.794, -0.455)
H (-6.160, -4.187, -0.980)
H (-6.347, -4.529, 0.743)
H (-4.260, -5.779, -1.141)
H (-4.399, -6.206, 0.544)
H (-3.132, -4.089, -1.826)
H (-1.874, -1.458, 3.274)
H (-4.815, -5.275, 2.313)
H (-4.155, -6.654, 5.549)
H (-4.592, -6.577, 3.863)
H (-6.382, -7.504, 5.577)
H (-6.942, -6.399, 4.311)
H (-7.506, -5.961, 6.791)
H (-7.216, -4.722, 5.762)
H (-5.183, -5.924, 7.509)
H (-6.070, -4.453, 7.905)
H (-3.723, -4.210, 6.754)
H (-5.037, -3.163, 6.220)
C (-0.835, 0.885, 3.340)
C (0.194, 1.616, 2.551)
C (0.884, 2.695, 3.055)
C (1.846, 3.342, 2.275)
C (2.123, 2.904, 0.995)
C (1.431, 1.793, 0.556)
N (0.499, 1.166, 1.308)
N (1.432, 1.179, -0.691)
Si (2.916, 1.068, -1.773)
C (2.985, 2.589, -2.812)
C (2.685, -0.500, -2.737)
C (4.350, 0.889, -0.622)
H (-0.981, 1.356, 4.309)
H (-0.487, -0.135, 3.495)
H (-1.787, 0.858, 2.808)
H (0.678, 3.032, 4.060)
H (2.371, 4.201, 2.673)
H (2.827, 3.412, 0.352)
H (2.095, 2.745, -3.422)
H (3.836, 2.508, -3.494)
H (3.142, 3.485, -2.208)
H (1.916, -0.488, -3.509)
H (2.529, -1.365, -2.090)
H (3.632, -0.668, -3.261)
H (4.603, 1.809, -0.094)
H (5.225, 0.618, -1.220)
H (4.199, 0.097, 0.113)
O (-0.204, 1.072, -3.705)
C (-0.203, 0.767, -2.631)
Se (-2.103, 1.549, -0.727)

Cartesian forces (eV/Å) of the 6 atoms listed first:
0.02 -0.63 -0.25
0.01 0.00 0.00
-0.06 0.01 -0.03
-0.02 -0.02 0.05
-0.01 -0.03 -0.10
0.19 0.18 0.18

E_LUMO = -9.41 eV
energy above the lowest of the compared OMol25 structures with the same formula, charge and spin = 0.1890 eV
gap between HOMO and LUMO = 6.722 eV
max |F| = 0.68 eV/Å
charge = +3

[2]
Molecular formula: C26H33N2O
Method: DFT, the ωB97M-V functional and the def2-TZVPD basis

Element x y z (Å)
C (-3.031, 3.501, 1.528)
N (-1.719, 2.923, 1.354)
C (-1.345, 1.545, 1.586)
C (-2.226, 0.395, 1.043)
C (-2.322, 0.629, -0.457)
C (-3.605, 0.348, 1.685)
C (-1.447, -0.857, 1.432)
N (-0.038, 1.486, 0.931)
C (0.585, 2.753, 1.232)
C (1.778, 3.119, 0.357)
C (2.996, 2.291, 0.706)
C (3.862, 2.738, 1.711)
C (4.951, 1.952, 2.104)
C (5.164, 0.705, 1.499)
C (4.314, 0.266, 0.471)
C (3.234, 1.064, 0.074)
C (-0.606, 3.693, 1.090)
O (-0.595, 4.864, 0.738)
H (-2.937, 4.593, 1.503)
H (-3.711, 3.216, 0.709)
H (-3.479, 3.177, 2.482)
H (-1.247, 1.408, 2.691)
H (-1.325, 0.608, -0.914)
H (-2.937, -0.136, -0.933)
H (-2.757, 1.616, -0.672)
H (-3.535, 0.383, 2.780)
H (-4.259, 1.157, 1.340)
H (-4.092, -0.598, 1.413)
H (-1.249, -0.841, 2.513)
H (-1.993, -1.772, 1.192)
H (-0.486, -0.894, 0.911)
H (0.547, 0.705, 1.216)
H (0.906, 2.788, 2.306)
H (1.507, 2.963, -0.695)
H (1.985, 4.184, 0.536)
H (3.667, 3.707, 2.176)
H (5.621, 2.315, 2.883)
H (5.987, 0.074, 1.833)
H (4.484, -0.694, -0.019)
H (2.570, 0.741, -0.734)
C (-1.132, -1.402, -2.975)
C (-2.702, -1.521, -3.124)
C (-3.100, -2.366, -1.948)
C (-2.000, -2.734, -1.190)
C (-0.801, -2.183, -1.729)
C (0.480, -2.794, -1.523)
C (0.639, -3.840, -0.572)
C (1.765, -4.651, -0.584)
C (2.794, -4.417, -1.505)
C (2.688, -3.356, -2.415)
C (1.567, -2.536, -2.409)
H (-0.648, -1.844, -3.858)
H (-0.786, -0.357, -2.930)
H (-3.198, -0.541, -3.134)
H (-2.945, -2.013, -4.081)
H (-4.127, -2.672, -1.762)
H (-2.031, -3.411, -0.344)
H (-0.163, -4.038, 0.141)
H (1.846, -5.479, 0.125)
H (3.668, -5.072, -1.527)
H (3.485, -3.173, -3.140)
H (1.481, -1.714, -3.121)

Cartesian forces (eV/Å) of the 6 atoms listed first:
-0.36 -0.05 -0.02
0.40 0.53 -0.48
0.30 -0.45 0.90
0.26 0.93 0.05
-0.14 -0.19 -0.47
-0.27 -0.05 0.03

E_LUMO = -5.83 eV
energy above the lowest of the compared OMol25 structures with the same formula, charge and spin = 0.5634 eV
gap between HOMO and LUMO = 5.222 eV
max |F| = 2.39 eV/Å
charge = +1

[3]
Molecular formula: C26H33N3O3
Method: DFT, the ωB97M-V functional and the def2-TZVPD basis

Element x y z (Å)
C (5.253, 8.799, -0.738)
C (5.222, 7.300, -0.946)
O (6.213, 6.676, -1.270)
N (4.023, 6.685, -0.780)
C (2.805, 7.269, -0.269)
C (2.483, 6.653, 1.099)
N (2.407, 5.211, 0.996)
C (1.188, 4.609, 1.056)
O (0.163, 5.250, 1.209)
C (1.172, 3.121, 0.982)
C (1.934, 2.335, 1.846)
C (1.832, 0.963, 1.812)
C (0.965, 0.331, 0.914)
O (0.974, -1.023, 0.961)
C (0.068, -1.778, 0.170)
C (-1.345, -1.771, 0.756)
C (-2.240, -2.712, -0.043)
N (-1.712, -4.063, -0.006)
C (-2.624, -5.034, -0.582)
C (-3.783, -5.363, 0.370)
C (-4.563, -6.531, -0.160)
C (-4.196, -7.832, 0.162)
C (-4.891, -8.910, -0.355)
C (-5.963, -8.702, -1.207)
C (-6.335, -7.410, -1.536)
C (-5.638, -6.334, -1.016)
C (-0.397, -4.104, -0.617)
C (0.574, -3.218, 0.155)
C (0.194, 1.116, 0.060)
C (0.295, 2.494, 0.108)
C (3.612, 4.618, 0.463)
C (3.937, 5.245, -0.900)
H (5.018, 9.053, 0.294)
H (6.257, 9.146, -0.964)
H (4.549, 9.297, -1.401)
H (2.892, 8.349, -0.181)
H (1.987, 7.037, -0.962)
H (1.518, 7.012, 1.461)
H (3.269, 6.913, 1.816)
H (2.593, 2.806, 2.561)
H (2.412, 0.345, 2.478)
H (0.055, -1.391, -0.860)
H (-1.289, -2.116, 1.789)
H (-1.764, -0.764, 0.753)
H (-3.237, -2.713, 0.397)
H (-2.325, -2.345, -1.085)
H (-3.028, -4.697, -1.553)
H (-2.064, -5.955, -0.760)
H (-3.361, -5.597, 1.348)
H (-4.441, -4.500, 0.475)
H (-3.361, -7.998, 0.828)
H (-4.597, -9.916, -0.093)
H (-6.507, -9.543, -1.610)
H (-7.171, -7.241, -2.199)
H (-5.935, -5.327, -1.275)
H (-0.038, -5.136, -0.594)
H (-0.430, -3.778, -1.675)
H (0.648, -3.568, 1.185)
H (1.565, -3.260, -0.298)
H (-0.493, 0.670, -0.641)
H (-0.319, 3.099, -0.543)
H (3.485, 3.542, 0.350)
H (4.440, 4.812, 1.154)
H (4.898, 4.882, -1.269)
H (3.148, 4.992, -1.617)

Cartesian forces (eV/Å) of the 6 atoms listed first:
0.23 -0.10 -0.07
-0.05 0.30 -0.04
0.39 -0.02 -0.05
-0.24 -0.26 -0.09
-0.14 0.07 0.35
-0.32 0.34 -0.06

E_LUMO = 0.72 eV
energy above the lowest of the compared OMol25 structures with the same formula, charge and spin = 0.9394 eV
gap between HOMO and LUMO = 9.320 eV
max |F| = 0.52 eV/Å
SMILES string = CC(=O)N1CCN(C(=O)c2ccc(OC3CCN(CCc4ccccc4)CC3)cc2)CC1

- Which formula does entry 2 have?
  C26H33N2O